# 1
A structure of composition C48H40Cl2GeMoN10O2P in a non-equilibrium geometry. Source: the Open Molecules 2025 dataset; level of theory: ωB97M-V/def2-TZVPD.

The calculation puts the relative energy (zero: lowest compared OMol25 entry of this formula, charge and spin) at 0.776 eV. The largest force on an atom comes out at 2.46 eV Å⁻¹. Its HOMO energy (alpha / beta) is -12.71 / -12.61 eV. The orbital gap (alpha / beta) is 6.52 / 4.22 eV. The total energy comes out at -5957.59627 hartree. The spin multiplicity is 4. The total charge is +2.

Last column: Löwdin charge in e.
Atoms and positions in Å:
Mo 0.515 -0.403 0.709  1.539
Cl -1.498 -5.818 4.151  0.798
C -0.534 -4.773 3.208  -0.632
C -0.695 -3.398 3.317  -0.024
C 0.001 -2.549 2.470  -0.215
N -0.099 -1.154 2.499  -0.023
C 0.181 -0.656 3.764  -0.446
O 0.850 -1.292 4.556  0.114
C -0.367 0.672 4.145  -0.198
C -0.390 0.970 5.509  0.026
C -0.946 2.165 5.921  -0.026
C -1.465 3.022 4.962  -0.026
C -1.376 2.641 3.631  -0.126
N -0.839 1.501 3.218  0.117
C 0.905 -3.090 1.523  -0.168
C 1.135 -4.459 1.475  0.008
C 0.412 -5.302 2.307  -0.619
Cl 0.684 -6.988 2.247  0.813
N 1.455 -2.114 0.718  -0.081
C 2.564 -2.343 -0.054  -0.432
O 3.282 -3.318 -0.036  0.143
C 2.753 -1.198 -0.986  -0.199
C 3.797 -1.203 -1.900  0.033
C 3.822 -0.241 -2.892  0.002
C 2.782 0.682 -2.931  -0.028
C 1.803 0.648 -1.959  -0.129
N 1.787 -0.252 -0.966  -0.060
H -1.381 -2.988 4.042  0.139
H 0.019 0.264 6.214  0.126
H -0.976 2.424 6.967  0.120
H -1.935 3.951 5.242  0.115
H -1.761 3.285 2.851  0.097
H 1.877 -4.859 0.802  0.122
H 4.548 -1.973 -1.821  0.136
H 4.611 -0.224 -3.626  0.127
H 2.736 1.416 -3.718  0.120
H 0.981 1.354 -1.967  0.107
C -2.257 4.539 0.056  -0.022
N -1.972 3.141 0.238  -0.128
C -2.895 2.161 0.380  -0.031
C -2.203 0.996 0.547  -0.152
N -0.866 1.243 0.498  -0.117
C -0.742 2.563 0.316  -0.443
P 0.701 3.598 0.752  1.207
C 1.915 3.366 -0.583  -0.486
N 3.032 2.708 -0.309  0.066
C 3.870 2.948 -1.337  -0.136
C 3.264 3.774 -2.247  -0.055
N 2.028 4.053 -1.752  -0.117
C 1.067 4.911 -2.385  0.000
C 1.535 2.383 1.832  -0.466
N 1.651 1.065 1.654  -0.097
C 2.567 0.630 2.567  -0.102
C 2.976 1.692 3.322  -0.005
N 2.311 2.781 2.857  -0.094
C 2.371 4.110 3.399  -0.011
H -3.333 4.696 0.109  0.108
H -1.766 5.138 0.828  0.085
H -1.917 4.878 -0.925  0.087
H -3.950 2.343 0.355  0.141
H -2.602 0.013 0.707  0.088
H 4.862 2.550 -1.359  0.114
H 3.609 4.176 -3.180  0.133
H 0.857 4.564 -3.400  0.105
H 0.143 4.925 -1.806  0.063
H 1.462 5.926 -2.439  0.109
H 2.883 -0.401 2.631  0.124
H 3.669 1.746 4.139  0.140
H 2.794 4.071 4.399  0.107
H 2.989 4.762 2.781  0.105
H 1.364 4.523 3.452  0.082
C -5.400 -2.562 0.068  -0.066
C -5.170 -1.892 -1.122  -0.064
C -3.882 -1.551 -1.498  -0.098
C -2.805 -1.899 -0.692  -0.347
C -3.040 -2.581 0.501  -0.146
C -4.330 -2.920 0.874  -0.071
Ge -0.925 -1.535 -1.285  1.040
C -0.195 -3.290 -1.899  -0.300
C -0.946 -4.451 -1.730  -0.101
C -0.605 -5.607 -2.413  -0.065
C 0.505 -5.627 -3.241  -0.062
C 1.296 -4.495 -3.364  -0.061
C 0.953 -3.340 -2.684  -0.146
C -1.035 -0.349 -2.910  -0.306
C -0.514 -0.722 -4.146  -0.099
C -0.613 0.117 -5.245  -0.068
C -1.216 1.358 -5.128  -0.075
C -1.753 1.738 -3.909  -0.084
C -1.666 0.892 -2.818  -0.145
H -6.409 -2.807 0.369  0.112
H -5.995 -1.638 -1.770  0.111
H -3.707 -1.041 -2.436  0.099
H -2.205 -2.869 1.136  0.075
H -4.499 -3.470 1.788  0.107
H -1.823 -4.442 -1.096  0.092
H -1.217 -6.490 -2.308  0.111
H 0.760 -6.523 -3.784  0.111
H 2.173 -4.512 -3.993  0.112
H 1.575 -2.459 -2.795  0.083
H -0.061 -1.694 -4.272  0.089
H -0.226 -0.200 -6.200  0.111
H -1.285 2.017 -5.983  0.109
H -2.266 2.686 -3.817  0.103
H -2.129 1.184 -1.886  0.067

# 2
A structure of composition C48H40FeN3O5P2S. Source: the Open Molecules 2025 dataset; level of theory: ωB97M-V/def2-TZVPD.

The calculation puts the relative energy (zero: lowest compared OMol25 entry of this formula, charge and spin) at 4.927 eV. The largest force on an atom comes out at 0.90 eV Å⁻¹. Its HOMO energy (alpha / beta) is -12.69 / -12.70 eV. The orbital gap (alpha / beta) is 7.40 / 5.70 eV. The total energy comes out at -4737.60725 hartree. The spin multiplicity is 6. The total charge is +2.

Last column: Löwdin charge in e.
Atoms and positions in Å:
Fe 1.387 0.498 -1.084  0.739
O 0.899 0.977 -5.392  0.192
C 0.931 0.950 -4.079  -0.442
O 1.701 0.260 -3.428  0.048
C -0.051 1.813 -3.398  -0.173
C -1.177 2.353 -3.892  0.090
C -2.160 2.969 -2.943  -0.180
C -1.491 3.442 -1.697  0.119
C -0.357 2.760 -1.272  -0.163
N 0.279 1.917 -2.067  0.064
C 0.212 2.760 0.153  -0.553
O -0.284 3.464 1.009  0.087
O 1.193 1.923 0.300  -0.165
H 1.554 0.355 -5.752  0.160
H -1.434 2.263 -4.939  0.148
H -2.711 3.781 -3.421  0.156
H -1.928 4.208 -1.076  0.138
O 0.057 -2.131 1.015  -0.497
S 0.883 -0.883 1.106  0.957
C 2.458 -1.190 1.883  -0.369
C 2.482 -1.724 3.166  -0.052
C 3.699 -1.954 3.783  -0.027
C 4.879 -1.635 3.120  -0.022
C 4.847 -1.121 1.833  -0.048
C 3.637 -0.903 1.181  -0.333
P 3.631 -0.388 -0.580  1.060
C 4.102 -1.894 -1.465  -0.362
C 4.050 -3.150 -0.866  -0.071
C 4.351 -4.284 -1.607  -0.058
C 4.704 -4.170 -2.942  -0.057
C 4.748 -2.918 -3.546  -0.060
C 4.439 -1.784 -2.816  -0.108
C 4.980 0.800 -0.737  -0.366
C 4.704 2.131 -0.425  -0.085
C 5.716 3.075 -0.481  -0.058
C 6.998 2.698 -0.857  -0.053
C 7.273 1.375 -1.174  -0.055
C 6.268 0.422 -1.113  -0.086
C 0.038 0.071 2.359  -0.348
C 0.678 0.978 3.183  -0.045
C -0.074 1.700 4.099  -0.013
C -1.447 1.530 4.172  -0.029
C -2.088 0.646 3.318  -0.072
C -1.343 -0.097 2.403  -0.305
P -2.205 -1.144 1.233  1.217
C -2.916 -2.664 1.801  -0.329
C -3.163 -2.835 3.163  -0.064
C -3.729 -4.019 3.603  -0.049
C -4.045 -5.018 2.692  -0.041
C -3.785 -4.848 1.338  -0.049
C -3.210 -3.674 0.886  -0.074
C -2.987 -0.152 0.172  -0.255
C -5.153 0.632 -0.656  -0.201
C -5.513 1.700 -1.660  -0.020
C -4.650 2.323 -2.449  -0.029
C -3.248 1.834 -2.647  -0.172
C -2.818 0.811 -1.621  -0.153
H 1.553 -1.955 3.673  0.130
H 3.731 -2.370 4.781  0.123
H 5.831 -1.798 3.607  0.124
H 5.775 -0.892 1.324  0.118
H 3.788 -3.255 0.179  0.105
H 4.317 -5.256 -1.135  0.114
H 4.948 -5.054 -3.515  0.115
H 5.029 -2.828 -4.587  0.113
H 4.473 -0.811 -3.293  0.109
H 3.702 2.426 -0.131  0.090
H 5.503 4.107 -0.234  0.114
H 7.784 3.439 -0.906  0.116
H 8.273 1.083 -1.467  0.116
H 6.489 -0.610 -1.357  0.110
H 1.745 1.133 3.106  0.131
H 0.420 2.406 4.752  0.128
H -2.024 2.101 4.888  0.123
H -3.165 0.531 3.346  0.115
H -2.913 -2.056 3.872  0.105
H -3.927 -4.161 4.656  0.118
H -4.488 -5.941 3.042  0.120
H -4.018 -5.638 0.638  0.118
H -2.977 -3.553 -0.164  0.102
H -5.956 -0.104 -0.603  0.147
H -6.540 2.044 -1.624  0.128
H -4.984 3.144 -3.073  0.120
H -3.262 1.259 -3.584  0.158
H -1.982 0.232 -2.030  0.150
C -4.293 3.140 2.229  -0.003
C -4.156 2.190 1.075  -0.310
C -5.133 1.372 0.667  -0.013
C -3.871 -0.173 -1.048  -0.342
N -2.395 1.116 -0.206  -0.024
N -2.916 2.249 0.439  0.091
C -4.175 -1.427 -1.832  -0.003
H -5.294 3.564 2.266  0.094
H -3.582 3.963 2.134  0.093
H -4.100 2.649 3.184  0.069
H -6.069 1.400 1.210  0.126
H -2.183 2.722 0.963  0.098
H -4.598 -1.159 -2.802  0.103
H -4.901 -2.059 -1.319  0.093
H -3.268 -2.008 -2.011  0.086

total charge of number 2 (C48H40FeN3O5P2S)?
+2